(1)
Formula: C25H16DyN5O10S
Source: OMol25
Level of theory: the ωB97M-V functional and the def2-TZVPD basis

Cartesian coordinates (Å):
Dy  -0.48264  -0.95395  0.76123
O  1.27133  -4.10243  2.84293
C  0.73496  -3.57150  1.90338
O  0.93629  -2.37641  1.45714
C  -0.28084  -4.31063  1.00338
C  -0.11308  -5.54038  0.43337
C  -0.92145  -5.93808  -0.65720
C  -1.71625  -5.02050  -1.31384
C  -1.85166  -3.74586  -0.76532
C  -1.33938  -3.45491  0.55146
O  -1.77508  -2.47937  1.23473
N  -2.28183  -2.66243  -1.52431
O  -1.80409  -1.53758  -1.20180
O  -2.99834  -2.79940  -2.48414
N  -0.76953  -7.26140  -1.19265
O  0.02372  -8.00016  -0.65030
O  -1.44836  -7.55633  -2.15429
H  0.65463  -6.21328  0.78514
H  -2.16406  -5.25009  -2.27039
O  5.98883  0.66906  -3.67590
C  5.05594  1.63909  -3.60216
O  5.18517  2.64551  -4.25103
C  3.88978  1.40107  -2.71845
C  3.69285  0.25903  -1.93182
C  2.53841  0.10367  -1.20358
C  1.52210  1.07774  -1.22066
C  1.76285  2.25736  -1.94645
C  2.91217  2.39564  -2.68745
N  0.38487  0.78229  -0.51288
C  -0.60303  1.76364  -0.40174
C  -2.52163  1.33823  1.13150
C  -3.33638  2.44983  1.30151
C  -4.17039  2.48070  2.40886
C  -4.14094  1.42227  3.30424
C  -3.26742  0.37254  3.06437
N  -2.47588  0.32191  1.99817
H  5.78507  -0.08764  -3.11120
H  4.44136  -0.52183  -1.87246
H  2.37664  -0.77729  -0.57579
H  1.05291  3.06854  -1.94990
H  3.08220  3.28693  -3.27160
H  -0.84525  2.28209  -1.35103
H  -3.34599  3.23972  0.56932
H  -4.83901  3.31395  2.55953
H  -4.79337  1.40414  4.16253
H  -3.19884  -0.46699  3.73983
O  -1.81949  1.09175  -0.01934
N  -0.20237  2.83790  0.56949
C  -0.18211  4.11260  0.08917
C  0.44896  5.13810  0.71852
C  1.09854  4.87768  1.94156
C  1.05675  3.61240  2.44416
C  0.42247  2.54722  1.76202
S  0.48561  1.02989  2.49932
H  -0.69641  4.26898  -0.84775
H  0.44494  6.12201  0.28047
H  1.61713  5.66418  2.46603
H  1.51864  3.35080  3.38212

HOMO energy (spin up / spin down), eV: -8.1 / -8.1
Multiplicity: 6
Gap between HOMO and LUMO (spin up / spin down), eV: 6.682 / 6.716
Expectation value of S²: 9.336
Energy above the lowest of the compared OMol25 structures with the same formula, charge and spin, kJ/mol: 0.0
Total energy, eV: -89026.777
LUMO energy (spin up / spin down), eV: -1.425 / -1.413

Atomic partial charges in e from the Mulliken method, atoms 1 to 8:
1. Dy 0.711
2. O -0.616
3. C 0.165
4. O -0.614
5. C 0.239
6. C -0.241
7. C -0.440
8. C -0.402

=====

(2)
Formula: C33H26Cl2N6O5S4W
Source: OMol25
Level of theory: the ωB97M-V functional and the def2-TZVPD basis

Cartesian coordinates (Å):
W  0.35509  -0.51417  1.13662
C  -1.51091  -4.47129  0.93029
C  -0.55450  -3.35681  1.22483
N  -0.94732  -2.07453  1.20487
N  -2.25371  -1.77263  1.02530
C  -2.47012  -0.49975  1.24006
O  -1.48411  0.27655  1.62958
C  -3.79637  0.04820  1.00208
C  -4.84121  -0.77996  0.58990
C  -6.06593  -0.23334  0.27080
C  -6.26535  1.13799  0.35958
C  -5.23612  1.96242  0.78883
C  -4.00775  1.42258  1.11556
C  0.80959  -3.52047  1.54331
C  1.44890  -4.77975  1.61544
C  2.77312  -4.86296  1.93909
C  3.47567  -3.67503  2.20913
C  2.81638  -2.47696  2.10838
N  1.51839  -2.34605  1.78382
H  -2.51069  -4.04875  0.86522
H  -1.49075  -5.23662  1.70463
H  -1.26249  -4.93423  -0.02516
H  -4.66709  -1.84171  0.52117
H  -6.86789  -0.87886  -0.05720
H  -7.22254  1.55997  0.08884
H  -5.38691  3.02995  0.85925
H  -3.19017  2.04810  1.44293
H  0.86649  -5.65950  1.39571
H  3.28290  -5.81451  1.98205
H  4.52049  -3.69271  2.46820
H  3.35708  -1.55892  2.31361
O  -0.89779  3.36292  -2.92397
C  -1.40905  2.18724  -3.32176
C  -2.04383  2.13056  -4.56399
C  -2.61351  0.95801  -5.01401
C  -2.55656  -0.19877  -4.24494
C  -1.92502  -0.16182  -3.02280
C  -1.34363  1.01751  -2.54626
C  -0.70855  0.96850  -1.22719
O  -0.62732  -0.15908  -0.61635
N  -0.27843  2.06382  -0.64793
N  0.16643  1.82586  0.64523
C  0.14375  2.89140  1.37348
S  -0.40898  4.39996  0.68711
C  0.06724  5.39097  2.15076
C  -0.15694  4.52826  3.36847
S  0.62014  2.89115  3.04281
H  -0.52951  3.26580  -2.02390
H  -2.08005  3.03485  -5.15161
H  -3.10995  0.94631  -5.97211
H  -3.01233  -1.11238  -4.59219
H  -1.86389  -1.04694  -2.40495
H  -0.55563  6.28312  2.15716
H  1.11267  5.68231  2.03807
H  -1.21823  4.35506  3.55309
H  0.31212  4.94129  4.25914
S  0.05281  -0.70184  3.71591
C  2.15738  0.48403  1.81088
N  2.32765  0.29388  0.52267
C  3.56129  0.66004  0.03329
C  4.01794  0.56852  -1.27814
C  5.30399  0.97436  -1.55441
C  6.13147  1.50081  -0.56352
C  5.68651  1.62745  0.73576
C  4.40817  1.18255  1.02915
S  3.58606  1.17021  2.56331
H  3.37685  0.17512  -2.05023
H  5.67135  0.89263  -2.56551
H  7.13005  1.81540  -0.82165
H  6.29841  2.05422  1.51184
Cl  0.20949  -3.35504  -2.90870
C  1.67730  -2.39206  -2.78949
Cl  1.41239  -0.78189  -3.49909
C  2.03140  -2.13718  -1.29466
O  3.18124  -2.26200  -0.92818
O  1.03027  -1.77715  -0.60579
H  2.47264  -2.89419  -3.34151

HOMO energy (spin up / spin down), eV: -6.9 / -7.0
Gap between HOMO and LUMO (spin up / spin down), eV: 5.529 / 5.574
Total energy, eV: -124032.643
LUMO energy (spin up / spin down), eV: -1.381 / -1.379

Atomic partial charges in e from the Mulliken method, atoms 1 to 8:
1. W 1.421
2. C -1.926
3. C 1.101
4. N 1.893
5. N -1.741
6. C 0.496
7. O -0.498
8. C 0.206

=====

(3)
Formula: C4H7N2
Source: OMol25
Level of theory: the ωB97M-V functional and the def2-TZVPD basis

Cartesian coordinates (Å):
C  -0.20257  -0.18936  -2.04741
C  0.24601  -1.44343  -1.89615
C  -0.63139  -1.74283  -0.72550
C  -0.64795  0.39554  0.46166
N  1.49277  0.71474  1.06659
N  -0.61013  -0.29347  -0.70715
H  -0.12987  0.65065  -2.71314
H  -1.54532  -2.10297  -0.92705
H  -0.14470  -2.16574  0.16282
H  -0.80544  1.46712  0.20413
H  -1.01345  -0.13968  1.43880
H  1.92725  0.98918  0.18439
H  1.33266  1.54578  1.65218

HOMO energy (spin up / spin down), eV: -14.3 / -14.8
Gap between HOMO and LUMO (spin up / spin down), eV: 7.800 / 8.543
Energy above the lowest of the compared OMol25 structures with the same formula, charge and spin, kJ/mol: 880.4
Net charge: +1
Total energy, eV: -7226.614
LUMO energy (spin up / spin down), eV: -6.490 / -6.250

Atomic partial charges in e from the Mulliken method, atoms 1 to 8:
1. C -0.133
2. C -0.140
3. C -0.336
4. C -0.334
5. N -0.458
6. N 0.093
7. H 0.382
8. H 0.275

=====

(4)
Formula: C7H6FIO5S
Source: OMol25
Level of theory: the ωB97M-V functional and the def2-TZVPD basis

Cartesian coordinates (Å):
C  -2.48485  0.34846  0.25339
C  -1.69007  0.40990  -1.04794
C  -0.52095  -0.59626  -1.01347
I  -0.18739  -1.33151  -3.03738
C  0.73472  0.01857  -0.57676
C  1.36526  -0.15630  0.57227
S  0.87910  -1.13002  1.94741
O  0.18663  -0.26682  2.83233
O  0.17819  -2.28735  1.53176
F  2.21181  -1.48832  2.61301
C  2.64789  0.64391  0.56510
O  3.31493  1.08733  1.44379
O  2.89662  0.79333  -0.80946
C  1.62983  1.02055  -1.31571
O  1.30030  1.86977  -2.08044
H  -2.71272  -0.68403  0.48523
H  -1.96565  0.81991  1.07639
H  -3.41289  0.88758  0.10034
H  -2.33410  0.11751  -1.86113
H  -1.29202  1.39703  -1.24339
H  -0.74461  -1.47323  -0.43531

HOMO energy, eV: -10.2
Gap between HOMO and LUMO, eV: 8.617
Energy above the lowest of the compared OMol25 structures with the same formula, charge and spin, kJ/mol: 0.0
Total energy, eV: -39245.725
LUMO energy, eV: -1.557

Atomic partial charges in e from the Mulliken method, atoms 1 to 8:
1. C -1.190
2. C -0.413
3. C -0.836
4. I 0.106
5. C 0.582
6. C -0.179
7. S 1.229
8. O -0.555